1.
{"formula": "C11H24ClLiN3NbO5", "method": "the ωB97M-V functional and the def2-TZVPD basis", "species": ["C", "H", "H", "O", "H", "C", "H", "C", "Nb", "Li", "N", "H", "C", "H", "H", "N", "H", "C", "H", "H", "H", "H", "H", "H", "C", "C", "H", "C", "H", "O", "H", "O", "H", "H", "H", "N", "H", "H", "C", "C", "C", "H", "Cl", "O", "O", "H"], "xyz": [[-1.387, -1.408, -1.949], [1.044, -2.627, 1.345], [0.561, 2.976, -2.623], [4.113, -0.942, 2.384], [0.150, -4.132, 1.224], [-0.063, 3.790, 0.681], [0.558, 4.700, 0.646], [0.917, -3.425, -1.223], [-0.095, 0.164, 1.161], [-0.073, 0.294, -1.790], [-0.400, -1.442, -0.862], [1.836, -2.853, -1.056], [1.880, 2.483, -0.193], [-2.401, 1.066, -0.153], [1.095, -4.454, -0.900], [-0.367, 1.584, -0.467], [-2.325, -3.224, -0.129], [0.083, -3.050, 1.050], [-1.330, -4.673, -0.257], [2.004, 1.981, 0.785], [-0.773, 3.934, -1.914], [0.694, -3.440, -2.295], [0.898, 4.492, -1.745], [-1.110, 4.081, 0.536], [0.410, 2.846, -0.436], [3.023, -0.800, 1.936], [-1.734, -3.791, -1.712], [-0.234, -2.826, -0.426], [0.038, 3.310, 1.668], [0.643, 1.200, 5.134], [2.256, 1.801, -0.978], [0.327, -0.827, 3.749], [-2.421, -1.569, -1.595], [-2.019, 1.539, -1.828], [-1.426, -0.513, -2.612], [1.922, -0.650, 1.442], [2.488, 3.402, -0.189], [-2.124, 2.786, -0.575], [0.260, 3.598, -1.765], [-1.795, 1.754, -0.765], [-1.483, -3.670, -0.658], [-1.143, -2.236, -2.626], [-0.231, 0.451, 4.234], [0.109, 1.484, 2.450], [-1.666, -0.512, 1.593], [-0.708, -2.655, 1.697]], "nbo_charge": [-0.542, 0.273, 0.197, -0.445, 0.270, -0.635, 0.253, -0.548, 2.017, 0.929, -0.172, 0.251, -0.620, 0.241, 0.286, -0.757, 0.250, -0.641, 0.270, 0.225, 0.225, 0.229, 0.260, 0.216, 0.115, 0.869, 0.224, 0.067, 0.248, -0.515, 0.202, -0.622, 0.329, 0.195, 0.199, -0.930, 0.265, 0.259, -0.627, -0.469, -0.635, 0.299, 1.802, -0.825, -0.748, 0.265], "lumo_ev": [-12.12, -12.29], "homo_energy_ha": [-0.5916, -0.5921], "orbital_gap_ev": [3.98, 3.82], "charge": 2}

=====

2.
{"formula": "C28H54FNO13", "method": "the ωB97M-V functional and the def2-TZVPD basis", "species": ["H", "C", "H", "H", "H", "H", "F", "H", "H", "H", "H", "H", "O", "H", "H", "C", "H", "C", "H", "C", "H", "C", "H", "H", "C", "H", "H", "H", "H", "C", "H", "C", "O", "C", "O", "H", "O", "O", "H", "C", "H", "H", "H", "C", "C", "H", "C", "C", "H", "O", "H", "H", "H", "C", "C", "O", "H", "C", "C", "C", "C", "H", "H", "C", "H", "O", "H", "O", "H", "C", "O", "O", "H", "H", "H", "C", "H", "H", "H", "H", "H", "H", "H", "C", "H", "H", "H", "C", "C", "H", "H", "O", "C", "H", "C", "O", "N"], "xyz": [[1.822, -0.507, -4.595], [-3.226, -1.438, -0.203], [-4.614, -2.023, 1.374], [-2.720, 7.937, 2.194], [3.237, -3.550, -2.633], [-6.348, -2.735, -0.373], [-0.485, -6.133, -2.186], [3.466, -0.730, -3.988], [6.273, -3.034, -2.037], [-1.593, 2.003, 3.486], [-2.272, -1.927, 7.068], [0.429, 1.029, 1.393], [2.701, -2.063, 0.095], [1.168, 1.782, 7.132], [-4.388, 9.679, -1.926], [6.940, -5.105, -1.854], [-1.127, 2.718, 7.158], [2.769, -2.279, -5.253], [-2.924, 2.737, 2.190], [-1.482, -1.188, 7.170], [-2.161, -1.216, -0.269], [5.882, -4.048, -2.175], [4.643, -2.518, -7.878], [1.379, -5.801, -1.505], [0.444, 1.438, 7.870], [-3.356, 4.383, 1.724], [4.906, -3.960, -0.263], [-2.585, 6.757, 0.898], [-1.292, 1.204, 1.083], [0.592, -5.259, -2.042], [0.124, 1.816, 3.722], [-2.618, 3.594, 1.598], [-5.193, 7.626, 1.594], [1.137, -2.849, -1.448], [-0.971, 5.298, 1.721], [-0.726, 0.006, 2.259], [-0.337, 3.360, 2.516], [1.057, -1.586, 1.593], [-1.596, -0.686, 8.127], [4.445, -1.924, -6.988], [3.899, -1.037, -7.311], [5.573, -4.139, -3.226], [-0.522, -1.704, 7.155], [-3.561, -1.774, 1.236], [-5.873, -2.103, -1.122], [-5.680, -1.127, -0.685], [-0.964, 1.661, 7.361], [4.645, -4.207, -1.297], [0.640, 0.383, 8.064], [3.606, -2.764, -6.183], [2.429, -4.066, -0.152], [7.095, -5.190, -0.774], [-2.977, -2.636, 1.558], [5.741, -1.578, -6.287], [1.435, -1.763, 0.480], [-3.441, -2.552, -1.080], [-3.049, 9.632, -0.796], [-0.553, 1.003, 1.863], [-4.643, -2.819, -1.632], [-1.261, 4.154, 1.961], [-3.136, 7.948, -2.167], [-2.483, 8.409, -2.909], [1.188, -2.564, -2.501], [2.497, -3.188, -0.811], [-2.207, 8.455, 0.590], [0.645, -1.768, -0.629], [7.894, -4.869, -2.332], [-1.190, 1.021, 6.100], [-3.899, 7.369, -2.686], [-0.634, 2.027, 2.971], [-1.853, -0.668, 4.881], [2.028, -3.049, -4.699], [5.567, -0.997, -5.381], [4.298, -5.253, -1.328], [0.601, 1.991, 8.796], [-1.543, -0.273, 5.972], [-3.322, -0.933, 1.887], [3.197, -0.160, -5.645], [6.381, -0.994, -6.949], [0.075, -4.208, -0.221], [-3.761, -0.557, -0.561], [-1.719, 1.354, 8.085], [0.961, -5.016, -3.046], [0.150, -4.009, -1.299], [-6.559, -1.982, -1.956], [-2.540, 7.260, -1.568], [-2.595, 3.303, 0.547], [-3.787, 9.013, -1.308], [-4.334, 7.965, 0.827], [6.269, -2.488, -6.005], [-0.851, -3.706, -1.623], [-4.716, 8.460, -0.374], [2.826, -0.821, -4.867], [6.607, -6.088, -2.205], [-2.869, 7.782, 1.128], [-4.708, -3.662, -2.482], [3.585, -3.285, -1.716]], "mulliken_charge": [0.354, -0.135, 0.362, 0.320, 0.187, 0.253, -0.347, 0.259, 0.301, 0.371, 0.329, 0.245, -0.427, 0.298, 0.307, -1.321, 0.357, 0.773, 0.263, -1.241, 0.042, -0.140, 0.329, 0.218, -1.011, 0.293, 0.495, 0.117, 0.116, -0.099, 0.203, -0.783, -0.578, 0.321, -0.566, 0.360, -0.364, -0.526, 0.369, -0.443, 0.359, 0.189, 0.282, -0.892, -0.965, 0.307, -0.438, -0.739, 0.284, -0.374, 0.318, 0.331, 0.290, -0.934, 0.537, -0.322, 0.372, -0.472, 0.726, 0.736, -0.867, 0.341, 0.124, -0.226, 0.282, -0.266, 0.375, -0.360, 0.293, -0.602, -0.520, -0.533, 0.270, 0.300, 0.380, 0.912, 0.218, 0.385, 0.374, 0.293, 0.375, 0.361, 0.138, -0.521, 0.320, 0.197, 0.224, -0.396, 0.734, 0.272, 0.222, -0.375, -1.074, 0.333, -0.764, -0.565, -0.105], "lumo_ev": 0.54, "smiles": "CCCN[C@H]1OC(=O)O[C@@H]1CCF.CCOC(C)=O.CCOC(C)=O.CCOC(C)=O.CCOC(C)=O.CCOC(C)=O", "homo_energy_ha": -0.3620, "orbital_gap_ev": 10.39, "charge": 0}